[1]
{
  "formula": "C20H19NO5S",
  "method": "the ωB97M-V functional and the def2-TZVPD basis",
  "species": ["C", "O", "C", "C", "C", "C", "C", "C", "S", "C", "N", "C", "O", "C", "C", "C", "C", "C", "O", "O", "C", "C", "C", "C", "C", "O", "C", "H", "H", "H", "H", "H", "H", "H", "H", "H", "H", "H", "H", "H", "H", "H", "H", "H", "H", "H"],
  "positions_angstrom": [[-3.3630, 5.9787, 2.6681], [-3.1172, 4.8077, 3.3471], [-2.8484, 3.6696, 2.5103], [-3.9547, 2.9597, 2.0298], [-3.7502, 1.7466, 1.3003], [-2.3676, 1.3445, 0.9893], [-2.1301, 0.1375, 0.2221], [-3.0318, -0.4665, -0.6345], [-2.4714, -1.8620, -1.6375], [-0.8353, -1.5602, -1.0494], [0.3694, -2.1840, -1.4123], [0.7495, -3.2854, -2.1751], [-0.0270, -4.0059, -2.8186], [2.2324, -3.3256, -2.2270], [2.8718, -4.2714, -1.2835], [2.0904, -5.3609, -0.4997], [4.2335, -4.1374, -1.1789], [4.9883, -3.1833, -1.9579], [6.1535, -2.9612, -1.5403], [4.3432, -2.5230, -3.0520], [2.9931, -2.4499, -2.9792], [2.4157, -1.2612, -3.8814], [-0.8570, -0.6261, 0.0093], [-1.3367, 2.1850, 1.4454], [-1.5229, 3.3044, 2.2738], [-0.4549, 4.1374, 2.6182], [0.7975, 3.6167, 2.8935], [-3.1235, 5.8794, 1.6259], [-2.7167, 6.6679, 3.1678], [-4.3477, 6.4419, 2.7595], [-4.9785, 3.3752, 2.2575], [-4.5542, 1.2028, 0.9252], [-4.0808, -0.0738, -0.8305], [1.1974, -1.6372, -1.1540], [2.7867, -5.9499, 0.1536], [1.4029, -4.8194, 0.2836], [1.4682, -5.9953, -1.2189], [4.7713, -4.6340, -0.4247], [2.9302, -0.3080, -3.8375], [2.4997, -1.5524, -4.8837], [1.3982, -1.0041, -3.6760], [0.0733, -0.3721, 0.5500], [-0.3863, 1.9020, 1.2014], [1.3948, 4.2855, 3.3423], [1.4143, 3.3104, 2.1497], [0.6809, 2.8576, 3.6287]],
  "forces_ev_per_a": [[0.2152, 1.4305, -0.1557], [0.0925, -3.2895, -0.3416], [-0.7121, 1.7860, 1.5928], [0.0735, -1.2614, -0.6485], [3.3234, 2.1504, 0.7914], [-2.4214, 1.8248, 1.5546], [1.1986, -3.2397, -2.7955], [-1.4619, 0.3137, -0.3819], [0.7516, 2.0004, 1.1722], [-0.9751, 0.9660, 2.2682], [0.7085, -0.0436, 0.0171], [-2.4098, 0.7738, -1.6498], [1.4025, 1.0334, 1.6443], [1.4395, -0.2528, 0.0038], [1.1233, -0.3756, -0.6452], [-0.7103, 1.3651, 0.7606], [-2.7070, 0.2498, -0.9795], [3.0304, 0.3193, 2.2622], [-3.2984, 0.2782, -2.9270], [0.9185, -0.4016, 1.9070], [-1.9867, 0.7824, -0.4330], [0.8841, -1.2576, 1.7272], [0.1252, 0.5741, -0.8517], [-2.2229, -0.2397, 0.8501], [0.5802, -0.0810, -1.2046], [-2.2558, 0.4731, -0.6174], [-2.3662, -1.7939, 1.3874], [0.2100, 0.2125, -0.5820], [0.6528, 1.0197, -0.2289], [-0.5073, -0.7298, 0.1289], [1.3021, -0.6852, -0.2627], [-1.2347, -0.8934, -0.3840], [1.5093, -0.8729, 0.2487], [-0.7408, -0.3095, 0.1313], [-0.5527, 0.3240, -1.0101], [0.8567, -1.0363, -1.6647], [0.8682, 0.8539, 1.1930], [0.7271, -0.6710, 0.5764], [0.7298, -0.1680, 0.6071], [-0.0266, -0.6123, -1.5746], [-0.7567, -0.4218, 0.2790], [-0.5562, -0.2310, -0.3548], [2.5270, -0.5395, -0.5993], [1.4960, 3.2633, 1.8399], [1.0809, -1.4037, -3.1718], [0.0754, -1.1838, 0.5212]],
  "orbital_gap_ha": 0.296,
  "relative_energy_kcal_mol": 119.78,
  "e_lumo_ev": -0.16,
  "homo_energy_ev": -8.22,
  "smiles": "COc1ccc(-c2csc(NC(=O)c3c(C)cc(=O)oc3C)c2)cc1OC",
  "energy_ha": -1602.5262
}

***

[2]
{
  "formula": "C20H20AsN3O5S3Ta",
  "method": "the ωB97M-V functional and the def2-TZVPD basis",
  "species": ["Ta", "O", "C", "C", "C", "N", "C", "C", "C", "O", "O", "C", "O", "O", "H", "H", "H", "C", "As", "C", "C", "S", "H", "H", "H", "H", "H", "H", "H", "H", "H", "S", "S", "C", "C", "C", "N", "C", "C", "C", "C", "C", "N", "C", "C", "H", "H", "H", "H", "H", "H", "H", "H"],
  "positions_angstrom": [[0.6737, 0.7608, -0.1310], [-3.8866, 2.6375, 3.8286], [-2.9488, 2.2556, 2.9712], [-2.8145, 2.7960, 1.6853], [-1.8012, 2.3206, 0.8910], [-0.9557, 1.3806, 1.3050], [-1.0692, 0.8621, 2.5281], [-2.0497, 1.2646, 3.3951], [0.0044, -0.1536, 2.8137], [0.0668, -0.7571, 3.8570], [0.8353, -0.2724, 1.8121], [-1.4857, 2.7926, -0.5110], [-2.1636, 3.5906, -1.0848], [-0.3853, 2.2137, -0.9625], [-4.4697, 3.3121, 3.4623], [-3.4703, 3.5708, 1.3091], [-2.1298, 0.8323, 4.3828], [3.4646, -0.9315, 3.5246], [3.4626, -1.0537, 1.5972], [5.3254, -1.4052, 1.1792], [2.5482, -2.6234, 0.9578], [3.1475, 0.7745, 0.4921], [3.9865, -1.8090, 3.9045], [2.4495, -0.8921, 3.9095], [4.0138, -0.0338, 3.8040], [5.6842, -2.2529, 1.7606], [5.9191, -0.5237, 1.4121], [5.4182, -1.6264, 0.1175], [3.1600, -3.4884, 1.2119], [2.4449, -2.5455, -0.1213], [1.5628, -2.6987, 1.4056], [-0.2122, -1.1039, -0.9919], [4.4372, 0.7017, -6.0071], [3.3500, 0.8444, -4.6601], [2.0949, 0.2470, -4.5623], [1.3741, 0.3837, -3.3959], [1.8107, 1.0683, -2.3296], [2.9866, 1.7063, -2.4574], [3.7767, 1.6207, -3.5761], [3.4934, -0.2252, -7.2120], [3.6941, -1.5896, -7.3448], [3.0083, -2.2431, -8.3623], [2.1886, -1.6234, -9.2025], [2.0123, -0.3146, -9.0640], [2.6431, 0.4394, -8.0815], [1.6789, -0.3269, -5.3785], [0.4001, -0.0725, -3.3043], [3.2984, 2.3267, -1.6291], [4.7187, 2.1508, -3.6191], [4.3644, -2.1276, -6.6892], [3.1266, -3.3102, -8.5130], [1.3442, 0.1550, -9.7769], [2.4804, 1.5057, -8.0099]],
  "forces_ev_per_a": [[-1.4397, -3.0147, -0.2774], [-0.0520, -0.0647, 0.2010], [0.2247, -0.0804, -0.2562], [-0.0432, 0.0139, -0.0025], [0.0505, -0.0209, -0.0356], [0.5794, 0.1213, -0.6020], [0.0272, -0.0133, 0.0100], [-0.1358, 0.0150, 0.0917], [-0.1122, -0.0892, 0.0911], [0.0594, 0.0525, -0.0569], [0.1386, 0.6345, -0.8000], [-0.7188, 0.3466, 0.5029], [0.2223, -0.0864, -0.1226], [0.7145, -0.0329, -0.2098], [-0.0121, 0.0546, -0.0820], [-0.0044, -0.0186, -0.0262], [0.0470, -0.0165, -0.0144], [-0.1772, 0.1669, -0.2030], [0.6144, -0.5022, 0.2525], [-0.1829, 0.0971, -0.0499], [-0.1049, 0.1146, 0.0491], [-0.2384, 0.1026, -0.1834], [-0.0190, -0.0335, -0.0609], [-0.0649, -0.0313, -0.0309], [0.0010, 0.0018, -0.0401], [-0.0678, -0.0135, 0.0429], [-0.0184, 0.0094, 0.0229], [-0.0334, 0.0182, 0.0009], [0.0427, 0.0528, 0.0480], [0.0316, 0.0334, -0.0442], [0.0033, 0.0567, 0.0493], [0.9831, 1.9637, 0.9890], [0.0431, -0.0655, -0.2625], [-0.1982, -0.0258, 0.2042], [0.0715, 0.0541, -0.0866], [-0.1022, 0.0617, -0.0340], [-0.2245, -0.0293, 0.8350], [-0.0763, 0.1137, -0.0620], [0.0002, 0.0126, -0.1057], [0.2356, 0.2197, 0.2359], [-0.1101, -0.0205, -0.0919], [0.0231, 0.0166, 0.0535], [-0.0829, -0.0926, -0.1101], [0.0193, 0.0562, 0.0710], [-0.0804, -0.1278, -0.1005], [0.0035, -0.0071, 0.0315], [0.0346, -0.0495, 0.0152], [0.0675, -0.0402, 0.0092], [-0.0182, 0.0222, 0.0597], [0.0124, 0.0143, 0.0064], [0.0302, 0.0145, 0.0352], [0.0049, 0.0253, 0.0333], [0.0325, 0.0103, 0.0099]],
  "orbital_gap_ha": 0.288,
  "relative_energy_kcal_mol": 13.68,
  "e_lumo_ev": -3.76,
  "homo_energy_ev": -11.58,
  "charge": 1,
  "energy_ha": -4801.9568
}